(1)
DFT (ωB97M-V/def2-TZVPD) results for a molecular structure, C32H40F5N3NdO3PS2Si2Te at a distorted geometry.

Geometry as ORCA input:
```
! RIJCOSX wB97M-V def2-TZVPD def2/J DEFGRID3
* xyz -2 4
Nd -0.7203 0.0545 -0.1703
C 0.0980 -2.1035 4.5856
Si 0.3665 -0.4872 3.7155
C -0.5832 0.8789 4.5341
C 2.1816 -0.1176 3.5734
C 2.8155 -0.1105 4.8278
C 4.1721 0.1291 4.9569
C 4.9208 0.3553 3.8080
C 4.3021 0.3517 2.5678
C 2.9254 0.1280 2.3990
Si 2.1993 0.2021 0.5802
C 3.1168 1.7638 -0.0709
C 3.3080 -1.1658 -0.1921
H 0.5918 -2.1412 5.5594
H 0.4859 -2.9186 3.9697
H -0.9740 -2.2633 4.7281
H -0.5575 0.7897 5.6243
H -1.6214 0.8154 4.1957
H -0.1962 1.8614 4.2579
H 2.2341 -0.2961 5.7295
H 4.6399 0.1363 5.9351
H 5.9883 0.5360 3.8826
H 4.9095 0.5325 1.6869
H 4.2072 1.6478 -0.0963
H 2.8751 2.6466 0.5306
H 2.7750 1.9743 -1.0904
H 4.3768 -0.9260 -0.1218
H 3.0551 -1.3148 -1.2474
H 3.1291 -2.1188 0.3139
N -0.1175 7.4085 -8.0295
C -0.0933 6.6264 -7.1863
C -0.0610 5.6444 -6.1263
C -1.1832 4.8635 -5.8639
C -1.1433 3.9251 -4.8468
C 0.0053 3.7610 -4.0774
C 1.1226 4.5460 -4.3481
C 1.0959 5.4820 -5.3679
C 0.0235 2.7540 -2.9723
C 0.0581 1.4248 -3.3871
C 0.2013 0.9902 -4.7431
C 0.2645 -0.3793 -4.7175
C 0.1555 -0.7457 -3.3495
N 0.0380 0.3080 -2.5590
C 0.0213 3.2838 -1.6809
C 0.0429 4.6716 -1.3407
C 0.0750 4.7361 0.0321
C 0.0553 3.3876 0.4789
N 0.0198 2.5299 -0.5200
H -2.0787 4.9952 -6.4571
H -2.0063 3.3079 -4.6326
H 2.0146 4.4096 -3.7504
H 1.9660 6.0884 -5.5829
H 0.2694 1.6308 -5.6088
H 0.3685 -1.0582 -5.5491
H 0.1660 -1.7493 -2.9483
H 0.0385 5.5015 -2.0303
H 0.0972 5.6186 0.6531
H 0.0561 3.0379 1.5026
C -1.2808 -5.3157 2.0413
C -1.9617 -5.4698 0.6914
C -3.0510 -4.4327 0.4715
O -0.9648 -5.5180 -0.3554
P -0.4303 -4.2687 -1.2420
S -1.6557 -3.8173 -2.6904
S 0.1602 -2.8332 0.0083
O 0.8444 -4.9913 -1.9147
C 1.8361 -5.8506 -1.3359
C 2.2496 -5.5007 0.0833
C 1.3665 -7.2925 -1.4587
H -2.0319 -5.3462 2.8350
H -0.7572 -4.3613 2.0874
H -0.5626 -6.1223 2.2087
H -2.4124 -6.4648 0.6412
H -2.6701 -3.4144 0.5626
H -3.8269 -4.5770 1.2281
H -3.4941 -4.5366 -0.5174
H 2.7038 -5.7064 -1.9850
H 1.4189 -5.6291 0.7771
H 2.5890 -4.4690 0.1505
H 3.0656 -6.1660 0.3796
H 0.5089 -7.4593 -0.8067
H 2.1726 -7.9761 -1.1772
H 1.0647 -7.5032 -2.4854
F -2.4807 1.0712 -1.2156
Te -3.6586 0.4001 0.6717
F -5.2889 -0.6622 0.7074
F -1.8801 1.3751 1.3885
F -0.3720 -0.6993 2.2939
F -3.8382 0.3069 2.5692
O -2.6352 -1.0645 0.4487
*
```

**Maximum force**: 1.7 eV/Å
**<S²>**: 3.75
**Relative energy (zero: lowest compared OMol25 entry of this formula, charge and spin)**: 36.37 kJ/mol
**HOMO-LUMO gap (alpha / beta)**: 5.73 / 5.69 eV
**HOMO energy (alpha / beta)**: -1.903 / -1.854 eV

***

(2)
DFT (ωB97M-V/def2-TZVPD) results for 8 unconnected molecules or ions with the total composition C16H50N10O8 at a distorted geometry.

Geometry as ORCA input:
```
! RIJCOSX wB97M-V def2-TZVPD def2/J DEFGRID3
* xyz 0 1
C -1.0709 1.0196 -3.5898
O -1.0889 1.7744 -2.3760
C -0.6902 3.0966 -2.5844
C -0.6664 3.8064 -1.1997
C -0.5272 5.3309 -1.4247
N 0.3352 3.2480 -0.2894
H -1.4972 0.0488 -3.3390
H -0.1303 0.7732 -4.0957
H -1.6413 1.5696 -4.3418
H 0.3002 3.3414 -2.9954
H -1.3713 3.6647 -3.2276
H -1.5744 3.5410 -0.6460
H 0.4249 5.5650 -1.8907
H -0.6057 5.6896 -0.3926
H -1.4054 5.7939 -1.8710
H 0.6444 2.3036 -0.4460
H 0.0724 3.3794 0.6739
C 7.3355 1.3717 -0.6686
O 6.1837 1.2841 0.1498
C 5.3702 0.2162 -0.3151
C 4.0410 0.3334 0.4333
C 4.2266 0.1683 1.9573
N 3.0825 -0.6721 -0.0071
H 7.8940 2.2395 -0.3175
H 7.0783 1.5015 -1.7243
H 8.0268 0.5228 -0.6344
H 5.1516 0.3176 -1.3834
H 5.8457 -0.7585 -0.1544
H 3.7067 1.3249 0.1201
H 4.9420 0.8966 2.3556
H 4.6702 -0.8010 2.1890
H 3.3267 0.3979 2.5279
H 2.1072 -0.3998 -0.0195
H 3.2175 -1.5332 0.5004
N -3.6764 -3.3906 1.7188
C -3.0658 -4.5864 2.0028
N -3.1583 -5.4822 0.9933
O -2.4285 -4.7430 3.0342
H -3.9453 -3.1400 0.7903
H -3.7320 -2.7626 2.5017
H -2.4742 -6.2191 1.0839
H -3.7430 -5.4799 0.1841
N -4.7901 -0.1200 -1.5170
C -4.6227 0.3013 -2.7897
N -4.7678 -0.6425 -3.7463
O -4.3092 1.4597 -3.0890
H -5.2022 -1.0171 -1.3397
H -4.9982 0.6160 -0.8542
H -4.5992 -0.4953 -4.7220
H -4.9353 -1.5944 -3.4732
N 2.4961 -0.3738 -3.0036
C 2.1110 -1.5375 -3.5590
N 0.9683 -1.9944 -2.9676
O 2.6348 -2.0964 -4.5250
H 3.3725 -0.0109 -3.3434
H 2.2773 -0.2706 -2.0255
H 0.6783 -1.6423 -2.0629
H 0.7420 -2.9322 -3.2604
N -4.4503 0.9482 3.1280
C -4.4469 1.3977 1.8243
N -3.2603 1.9319 1.4667
O -5.4539 1.2903 1.1303
H -5.3328 0.5638 3.4191
H -3.6896 1.0137 3.7723
H -2.4510 1.8051 2.0403
H -3.0952 2.2161 0.5134
C 0.8325 -1.8958 4.1314
C 1.7449 -1.4187 5.2150
O 1.1367 -1.6028 6.4869
H 1.4265 -1.9752 3.2202
H -0.1480 -1.4391 3.9912
H 0.5531 -2.9120 4.4318
H 2.1259 -0.4067 5.0237
H 2.6402 -2.0457 5.0999
H 1.8518 -1.4286 7.1101
C -0.7100 -1.8407 0.5898
C -0.9454 -0.4503 0.0234
O 0.1179 -0.0837 -0.8399
H -1.4393 -2.0879 1.3544
H 0.2855 -1.7469 1.0329
H -0.6482 -2.5421 -0.2428
H -0.9973 0.2655 0.8547
H -1.9426 -0.4347 -0.4326
H -0.2499 0.6771 -1.3478
*
```

**Maximum force**: 2.8 eV/Å
**SMILES**: COC[C@H](C)N.COC[C@H](C)N.NC(N)=O.NC(N)=O.NC(N)=O.NC(N)=O.CCO.CCO
**Relative energy (zero: lowest compared OMol25 entry of this formula, charge and spin)**: 139.77 kJ/mol
**HOMO-LUMO gap**: 9.02 eV
**HOMO energy**: -9.077 eV

***

(3)
DFT (ωB97M-V/def2-TZVPD) results for a gas-phase ion, C4H7ClNO4S (charge -1) at a distorted geometry.

Geometry as ORCA input:
```
! RIJCOSX wB97M-V def2-TZVPD def2/J DEFGRID3
* xyz -1 1
C 2.4293 0.4585 -1.3819
C 1.5945 -0.2815 -0.2888
O 2.1447 -0.8860 0.5946
N 0.3245 0.0623 -0.3811
C -0.8423 -0.4882 0.2229
C -0.6714 -0.7693 1.7248
Cl -1.4029 -1.8932 -0.6313
S -2.2040 0.8325 0.0272
O -2.1438 1.0972 -1.4474
O -3.3712 0.1508 0.5084
O -1.8537 1.9713 0.8604
H 1.9987 1.4374 -1.5248
H 3.4536 0.5103 -1.1290
H 2.2394 -0.2367 -2.1622
H 0.0866 0.5336 -1.2438
H -1.5541 -0.6238 2.3562
H -0.3640 -1.8277 1.8237
H 0.1361 -0.0473 2.0720
*
```

**Maximum force**: 3.3 eV/Å
**SMILES**: CC(=O)N[C@](C)(Cl)S(=O)(=O)[O-]
**Relative energy (zero: lowest compared OMol25 entry of this formula, charge and spin)**: 0.00 kJ/mol
**HOMO-LUMO gap**: 8.95 eV
**HOMO energy**: -5.575 eV

***

(4)
DFT (ωB97M-V/def2-TZVPD) results for a molecular structure, C49H46NO3P2SW.

Geometry as ORCA input:
```
! RIJCOSX wB97M-V def2-TZVPD def2/J DEFGRID3
* xyz 1 3
W -0.0910 -0.0603 -0.9501
O 0.7422 -1.0821 2.2957
S -0.0450 -0.1138 1.5079
C -1.7740 -0.4166 1.8878
C -2.4298 0.1732 2.9581
C -3.7219 -0.2320 3.2640
C -4.3376 -1.2256 2.5181
C -3.6747 -1.8087 1.4450
C -2.3888 -1.4076 1.1097
P -1.5120 -2.0655 -0.3646
C -2.8634 -2.6551 -1.4284
C -3.1080 -4.0043 -1.6591
C -4.1742 -4.3853 -2.4690
C -5.0006 -3.4288 -3.0381
C -4.7683 -2.0786 -2.7960
C -3.7018 -1.7005 -1.9985
C -0.6658 -3.5637 0.1856
C -0.6736 -3.9793 1.5083
C 0.0554 -5.1017 1.8860
C 0.7948 -5.7983 0.9456
C 0.8147 -5.3763 -0.3822
C 0.0958 -4.2562 -0.7579
C 0.3175 1.4831 2.1763
C 0.4546 1.5760 3.5578
C 0.7182 2.8127 4.1136
C 0.8253 3.9322 3.2916
C 0.7317 3.8079 1.9162
C 0.5284 2.5589 1.3288
P 0.4766 2.2960 -0.4894
C 2.0008 2.9660 -1.2223
C 2.6523 2.1779 -2.1686
C 3.7981 2.6407 -2.8032
C 4.3091 3.8898 -2.4890
C 3.6702 4.6806 -1.5405
C 2.5211 4.2247 -0.9137
C -0.8308 3.4958 -0.9081
C -0.6593 4.4730 -1.8786
C -1.6781 5.3888 -2.1312
C -2.8564 5.3367 -1.4054
C -3.0313 4.3576 -0.4318
C -2.0294 3.4370 -0.1925
H -1.9569 0.9506 3.5416
H -4.2453 0.2333 4.0898
H -5.3451 -1.5403 2.7612
H -4.1697 -2.5701 0.8540
H -2.4824 -4.7611 -1.2075
H -4.3581 -5.4373 -2.6484
H -5.8282 -3.7329 -3.6680
H -5.4115 -1.3239 -3.2331
H -3.5153 -0.6557 -1.8073
H -1.2421 -3.4366 2.2522
H 0.0470 -5.4232 2.9199
H 1.3622 -6.6709 1.2432
H 1.3970 -5.9171 -1.1180
H 0.1322 -3.9139 -1.7880
H 0.3703 0.6869 4.1716
H 0.8270 2.9095 5.1864
H 0.9929 4.9091 3.7285
H 0.7966 4.6943 1.3015
H 2.2860 1.1869 -2.3986
H 4.2908 2.0154 -3.5387
H 5.2051 4.2509 -2.9789
H 4.0642 5.6583 -1.2915
H 2.0358 4.8695 -0.1974
H 0.2628 4.5272 -2.4453
H -1.5440 6.1425 -2.8981
H -3.6450 6.0525 -1.6008
H -3.9571 4.3078 0.1291
H -2.1780 2.6686 0.5581
N 3.3264 0.3880 0.6341
C 4.3139 -0.2564 -0.2528
C 3.7588 -1.5737 -0.7874
C 2.3613 -1.3385 -1.2644
O 2.1174 -0.8785 -2.3863
O 1.4063 -1.5057 -0.4026
H 3.7340 1.2162 1.0506
H 3.0886 -0.2406 1.3964
H 5.2599 -0.4646 0.2524
H 4.5195 0.4135 -1.0876
H 3.7460 -2.3128 0.0140
H 4.3690 -1.9279 -1.6169
C -0.2733 1.8321 -4.5395
C -1.4632 1.1718 -3.8142
C -1.9189 -0.0542 -4.6457
C -0.9418 0.6267 -2.5161
C -2.6630 2.1195 -3.6790
C -3.6319 1.9299 -2.6970
C -4.8101 2.6644 -2.6892
C -5.0387 3.6244 -3.6652
C -4.0683 3.8503 -4.6302
C -2.8932 3.1063 -4.6363
H 0.5709 1.1413 -4.5726
H 0.0460 2.7457 -4.0348
H -0.5395 2.0749 -5.5679
H -1.0890 -0.7481 -4.8024
H -2.2761 0.2920 -5.6170
H -2.7310 -0.5855 -4.1480
H -0.1359 -0.1620 -2.7898
H -3.4470 1.2116 -1.9134
H -5.5481 2.4906 -1.9136
H -5.9589 4.1961 -3.6690
H -4.2247 4.6063 -5.3903
H -2.1649 3.2980 -5.4134
*
```

**Maximum force**: 0.9 eV/Å
**<S²>**: 2.03
**HOMO-LUMO gap (alpha / beta)**: 7.54 / 7.78 eV
**HOMO energy (alpha / beta)**: -9.979 / -11.003 eV

***

(5)
DFT (ωB97M-V/def2-TZVPD) results for 2 unconnected molecules or ions with the total composition C4H12N2 at a distorted geometry.

Geometry as ORCA input:
```
! RIJCOSX wB97M-V def2-TZVPD def2/J DEFGRID3
* xyz -1 2
C 0.9208 1.6100 -1.0085
C 1.3855 0.1734 -1.3362
C 1.4812 -0.7080 -0.1045
H -0.0867 1.6297 -0.5994
H 0.9204 2.1767 -1.9428
H 1.5774 2.0884 -0.2823
H 2.3215 0.2587 -1.8852
H 0.6384 -0.2186 -2.0257
H 1.4253 -1.7749 -0.3248
H 2.4269 -0.5815 0.4198
H 0.6759 -0.4784 0.5851
N -1.9127 0.5116 1.0146
C -2.0796 -0.9048 0.9572
N -1.6373 -1.7083 1.9707
H -2.7656 1.0506 1.1242
H -1.3127 0.7899 1.7860
H -2.5641 -1.2937 0.0758
H -1.4147 -2.6208 1.5762
*
```

**Maximum force**: 1.9 eV/Å
**<S²>**: 0.75
**Relative energy (zero: lowest compared OMol25 entry of this formula, charge and spin)**: 64.97 kJ/mol
**HOMO-LUMO gap (alpha / beta)**: 2.85 / 7.44 eV
**HOMO energy (alpha / beta)**: 1.218 / -3.471 eV

***

(6)
DFT (ωB97M-V/def2-TZVPD) results for a molecular structure, C6H13N3 at a distorted geometry.

Geometry as ORCA input:
```
! RIJCOSX wB97M-V def2-TZVPD def2/J DEFGRID3
* xyz 0 1
C 1.6313 1.9908 0.7572
C 1.0231 0.9436 -0.3411
C -0.5536 1.1430 -0.0076
C -1.5909 0.1530 -0.3827
C -1.8279 -2.3222 -0.3960
C 1.2603 -0.4829 -0.0149
H 1.4030 1.6394 1.8613
H 1.5790 3.0953 0.5339
H 2.9465 1.8397 0.9853
H 1.2891 1.2559 -1.2865
H -0.9307 2.0498 -0.9491
H -0.4121 1.5349 1.1243
H -2.4587 0.4062 0.6264
H -1.9509 0.2385 -1.4363
H -2.7378 -2.7967 0.8337
H -2.9010 -2.0042 -1.5930
H -0.8903 -3.2315 -0.6865
H 0.5425 -2.3230 -0.5587
H 2.6846 0.2685 1.0074
N -0.9188 -1.1703 -0.1336
N 0.4608 -1.3674 -0.7313
N 2.3525 -0.8604 0.7877
*
```

**Maximum force**: 7.5 eV/Å
**Relative energy (zero: lowest compared OMol25 entry of this formula, charge and spin)**: 1153.21 kJ/mol
**HOMO-LUMO gap**: 8.73 eV
**HOMO energy**: -8.473 eV

***

(7)
DFT (ωB97M-V/def2-TZVPD) results for a molecular structure, C4ClN3O21Zr3 at a distorted geometry.

Geometry as ORCA input:
```
! RIJCOSX wB97M-V def2-TZVPD def2/J DEFGRID3
* xyz 0 1
Zr 0.5601 -3.5597 0.2041
Zr -3.5182 -0.5152 -0.6557
Zr 0.3866 2.8652 -0.0674
C -2.9383 2.4981 0.5812
O -3.5979 3.2320 1.2124
O -3.3725 1.5141 -0.1979
O -1.6453 2.7367 0.3441
C 3.7535 -3.1960 1.1552
O 4.4883 -4.1729 1.3586
O 4.2582 -2.0755 1.3967
O 2.5253 -3.2068 0.6608
C -2.3638 -3.5590 -1.4944
O -2.8175 -2.3053 -1.4003
O -3.1883 -4.4590 -1.4925
O -1.2473 -3.7812 -0.7443
C -0.3611 -0.3903 0.3388
O 0.1316 0.7380 0.1657
O 0.4052 -1.4362 0.2206
O -1.6157 -0.5919 0.1187
Cl -4.1550 -1.4621 1.4766
N 0.4640 2.1455 3.2372
O 0.6822 2.7271 2.0943
O -0.6559 2.0658 3.7040
O 1.4088 1.7722 3.8752
N -0.3598 1.4782 -3.0392
O 0.4671 1.2117 -3.8339
O -1.4692 0.9621 -2.9632
O -0.1007 2.3571 -2.0967
N 3.4846 1.5867 -1.0580
O 3.9390 0.7863 -0.2755
O 4.2304 2.1581 -1.8394
O 2.2217 1.8764 -0.9859
*
```

**Maximum force**: 6.7 eV/Å
**HOMO-LUMO gap**: 3.63 eV
**HOMO energy**: -8.130 eV

***

(8)
DFT (ωB97M-V/def2-TZVPD) results for 2 unconnected molecules or ions with the total composition CH5FN2 at a distorted geometry.

Geometry as ORCA input:
```
! RIJCOSX wB97M-V def2-TZVPD def2/J DEFGRID3
* xyz 0 1
C 1.1001 0.2022 0.4368
N -1.4556 -0.2617 -1.2746
N -0.1286 -0.0281 -1.4936
F 0.1859 1.2925 -1.8041
H 1.9724 0.4570 -0.0117
H 0.3829 0.6886 1.0389
H 1.1586 -0.8976 0.5099
H -1.9541 0.5959 -1.3991
H -1.6650 -0.7414 -0.4248
*
```

**Maximum force**: 4.3 eV/Å
**Relative energy (zero: lowest compared OMol25 entry of this formula, charge and spin)**: 556.03 kJ/mol
**HOMO-LUMO gap (alpha / beta)**: 8.55 / 9.23 eV
**HOMO energy (alpha / beta)**: -7.971 / -8.522 eV

***

(9)
DFT (ωB97M-V/def2-TZVPD) results for a gas-phase ion, C3H9NO3P (charge -1) at a distorted geometry.

Geometry as ORCA input:
```
! RIJCOSX wB97M-V def2-TZVPD def2/J DEFGRID3
* xyz -1 1
C 0.7554 0.8503 1.5130
C 0.2944 0.6537 0.0600
C 1.3952 -0.0057 -0.7489
O -0.1527 1.9791 -0.4833
P -1.3410 -0.2742 0.1006
N -0.8013 -2.0827 -0.8711
O -2.4688 0.2507 -0.7816
O -1.7701 -0.6828 1.4744
H 1.7895 0.3770 1.5696
H 0.0979 0.5843 2.3330
H 0.9142 1.9556 1.5354
H 2.3282 0.5620 -0.8280
H 1.6367 -0.9911 -0.4762
H 0.8598 -0.2237 -1.6729
H -1.0309 1.8841 -0.7145
H -1.0790 -2.7571 -0.2285
H -1.4275 -2.0795 -1.7810
*
```

**Maximum force**: 5.1 eV/Å
**SMILES**: CC(C)(O)[P@](N)(=O)[O-]
**Relative energy (zero: lowest compared OMol25 entry of this formula, charge and spin)**: 178.92 kJ/mol
**HOMO-LUMO gap**: 8.57 eV
**HOMO energy**: -4.614 eV

***

(10)
DFT (ωB97M-V/def2-TZVPD) results for a single C20H19NO5S molecule at a distorted geometry.

Geometry as ORCA input:
```
! RIJCOSX wB97M-V def2-TZVPD def2/J DEFGRID3
* xyz 0 1
O 3.5836 1.2576 1.0329
C 2.8285 1.8351 0.3011
C 3.1718 2.8386 -0.7849
C 4.5223 2.6021 -1.4561
C 4.4709 1.4559 -2.4589
C 3.3539 1.6980 -3.4675
C 2.0112 1.6942 -2.7479
C 1.9371 2.8055 -1.6849
C 0.8316 2.3982 -0.7314
O -0.3503 2.5584 -0.8655
N 1.4404 1.7305 0.3265
C 0.7255 1.0169 1.3200
C 1.1340 1.0722 2.6470
C 0.4276 0.3649 3.6025
C -0.6853 -0.3834 3.2579
C -1.0852 -0.4301 1.9305
O -2.1839 -1.1458 1.5208
S -2.7976 -2.3322 2.4594
O -3.5465 -1.7587 3.5331
O -1.7511 -3.2511 2.7804
C -3.8808 -2.9965 1.2191
C -5.1625 -2.4970 1.1136
C -5.9921 -2.9887 0.1184
C -5.5251 -3.9648 -0.7489
C -4.2340 -4.4567 -0.6284
C -3.4006 -3.9679 0.3649
C -0.3784 0.2599 0.9539
H 3.2107 3.8091 -0.2718
H 5.2572 2.3878 -0.6781
H 4.8254 3.5161 -1.9715
H 5.4321 1.3782 -2.9691
H 4.2923 0.5158 -1.9331
H 3.3566 0.9160 -4.2284
H 3.5080 2.6570 -3.9665
H 1.1891 1.8270 -3.4526
H 1.8814 0.7225 -2.2628
H 1.7261 3.7631 -2.1627
H 1.9986 1.6529 2.9239
H 0.7433 0.4023 4.6334
H -1.2458 -0.9276 3.9997
H -5.4863 -1.7435 1.8133
H -6.9989 -2.6126 0.0192
H -6.1729 -4.3467 -1.5238
H -3.8789 -5.2181 -1.3060
H -2.3929 -4.3271 0.4995
H -0.7100 0.2126 -0.0701
*
```

**Maximum force**: 1.1 eV/Å
**SMILES**: O=C1[C@H]2CCCC[C@H]2C(=O)N1c1cccc(OS(=O)(=O)c2ccccc2)c1
**Relative energy (zero: lowest compared OMol25 entry of this formula, charge and spin)**: 0.00 kJ/mol
**HOMO-LUMO gap**: 9.49 eV
**HOMO energy**: -8.999 eV

***

Look up the maximum force of the second one. 2.8 eV/Å

***

maximum force of number 1 (C32H40F5N3NdO3PS2Si2Te)? 1.7 eV/Å

***

Number 1 is which compound? C32H40F5N3NdO3PS2Si2Te